Here is one molecule with the formula C10H8N4 from the Open Molecules 2025 dataset. Energies are from ωB97M-V/def2-TZVPD.

Element x y z (Å)
C: 0.706 1.775 1.078
C: 1.391 -2.613 0.427
C: -0.480 2.053 -1.069
C: 0.989 0.706 1.858
C: 1.370 -1.701 1.426
C: -2.145 0.620 -1.758
C: -2.302 -0.043 -0.503
C: 0.646 -1.096 -1.108
C: 0.169 1.258 -0.146
C: 0.018 -0.255 -0.013
N: -1.257 1.577 -2.030
N: 1.215 -2.218 -0.853
N: -1.377 -0.374 0.310
N: 0.752 -0.477 1.223
H: 0.818 2.877 1.326
H: 1.561 -3.684 0.674
H: -0.168 3.078 -1.169
H: 1.638 0.683 2.790
H: 1.960 -1.665 2.293
H: -2.916 0.626 -2.394
H: -3.341 -0.329 -0.188
H: 0.752 -0.797 -2.173

total energy	-16455.8872	eV
HOMO	-0.2775	Ha
lowest unoccupied orbital energy	-0.68	eV
structure (SMILES)	C1=CN2C=CC3=CN=CC=N[C@@]32C=N1